Entry from the OMol25 dataset: a molecular structure, C36H24Cl4N3O6SSbV in a non-equilibrium geometry (ωB97M-V/def2-TZVPD).

Properties
Expectation value of S² = 0.87
Energy relative to the best compared isomer or geometry (same formula, charge and spin) = 0.000 eV
HOMO level (spin up / spin down) = -7.8 / -7.9 eV
Electronic energy = -147628.878 eV
HOMO-LUMO gap (spin up / spin down) = 0.2675 / 0.2728 Eh
Total charge = 0
Multiplicity = 2

Each line ends with the Löwdin spin population.
Cartesian coordinates (Å):
Sb 1.7891 -0.0822 -0.3389  0.00
V -1.6056 0.3400 -0.0616  1.29
Cl -4.9345 -0.8305 -2.2371  -0.01
Cl -4.3536 4.6267 5.1010  0.00
Cl -0.1315 4.3690 1.7725  0.00
Cl -1.9156 3.5921 -1.5039  -0.01
S 0.1363 0.6458 -1.7810  0.01
O -0.9122 -6.0557 -0.0699  0.00
O -3.0217 -0.2230 1.2939  0.01
O -0.1260 -0.4804 1.2407  0.00
O -1.0414 -5.1085 1.9848  0.00
O -0.1834 -2.2509 2.6893  0.00
O -1.2695 1.9336 1.0098  0.02
N -2.7519 0.8252 -1.1737  -0.24
N -1.6156 -1.5746 -0.5451  -0.01
N -2.2000 -2.3300 -1.4990  0.00
C -4.0195 3.5500 -3.2453  0.01
C 2.8207 0.7894 2.4542  0.00
C -0.4756 -1.7480 1.6090  0.00
C -1.9994 2.4126 1.9334  0.00
C 3.5787 3.0098 3.0348  0.00
C -5.3765 1.5320 -3.5996  0.01
C -1.5003 -3.7470 0.0612  0.00
C 3.1355 3.4600 1.7934  0.00
C -1.5802 3.7155 2.4412  0.00
C 1.7549 -4.3170 -1.3100  0.00
C 2.4327 1.2398 1.2149  0.00
C 4.7987 0.3891 -3.5885  0.00
C -3.9175 2.5547 3.5021  0.00
C 3.5479 0.0196 -1.5707  0.00
C -3.5223 1.4782 -2.0461  -0.01
C 4.6949 -0.4637 -0.9576  0.00
C 2.2068 -4.2627 1.0541  0.00
C 1.7181 -2.9290 -1.3357  0.00
C -5.0780 2.8706 -3.8564  -0.04
C -3.4626 3.7775 3.9140  0.00
C -3.6089 0.4847 2.1251  0.00
C -3.2076 1.8088 2.5276  0.00
C 3.4180 1.6705 3.3679  0.00
C 3.5938 0.4738 -2.8770  0.00
C -2.2930 4.3567 3.3996  0.00
C -4.6138 0.8198 -2.6964  -0.04
C 1.9467 -2.2122 -0.1729  0.00
C 5.8887 -0.5181 -1.6600  0.00
C 5.9336 -0.1040 -2.9856  0.00
C -1.2078 -2.4118 0.4310  0.02
C -3.2283 2.8698 -2.3345  -0.04
C 1.9873 -5.0014 -0.1119  0.00
C 2.1832 -2.8627 1.0197  0.00
C -1.1353 -5.0051 0.7709  0.00
C -2.1515 -3.6350 -1.1638  0.02
C 2.5817 2.5709 0.8741  0.00
H 2.6287 -0.2457 2.7653  0.00
H -2.6350 -1.9094 -2.3141  0.00
H 4.6435 -0.8083 0.0825  0.00
H -5.7265 3.4167 -4.5461  0.00
H 1.5641 -4.8618 -2.2391  0.00
H -6.2336 1.0647 -4.0801  0.00
H 1.4965 -2.4024 -2.2584  0.00
H 4.0160 3.7217 3.7578  0.00
H 2.2710 -2.3026 1.9655  0.00
H -2.5613 -4.4043 -1.8142  0.00
H -0.7920 -5.7367 -0.9714  0.00
H 6.7737 -0.9198 -1.1590  0.00
H 2.2584 2.9128 -0.1190  0.00
H -3.8108 4.6069 -3.4807  0.00
H -1.9754 5.3394 3.7559  0.00
H 2.3606 -4.7686 2.0099  0.00
H 1.9735 -6.1064 -0.0840  0.00
H 2.6873 0.8652 -3.3437  0.00
H 6.8745 -0.1901 -3.5514  0.00
H 4.8328 0.7324 -4.6248  0.00
H 3.7461 1.2659 4.3407  0.00
H -4.5073 0.0368 2.5721  0.00
H -4.8343 2.1492 3.9402  0.00
H 3.2427 4.5114 1.4984  0.00